w | Formula: C2H3NS2
Source: OMol25
Level of theory: the ωB97M-V functional and the def2-TZVPD basis

Element x y z (Å)
H  -1.232  0.820  2.340
H  -0.204  -0.869  -0.866
N  -0.209  -0.896  2.247
C  -0.725  0.097  1.699
S  0.878  -1.987  2.030
C  0.420  -0.011  -0.910
H  1.433  0.159  -1.218
S  0.130  1.172  0.224

Calculated values
HOMO (alpha / beta) (eV): -8.63 / -7.80
LUMO level (alpha / beta) (hartree): -0.0183 / -0.0589

Results of the Löwdin charge analysis, in e, for atoms 1 through 4:
1. H 0.06
2. H 0.00
3. N -0.62
4. C -0.43

=====

x | Formula: C2H3NS2
Source: OMol25
Level of theory: the ωB97M-V functional and the def2-TZVPD basis

Element x y z (Å)
S  0.669  -0.872  0.240
S  -2.817  0.449  0.127
C  0.532  0.773  0.260
H  0.701  1.304  -0.661
N  -1.983  -0.838  -0.039
H  0.200  1.403  1.130
H  -0.958  -2.461  -0.338
C  -0.956  -1.485  0.049

Calculated values
HOMO (alpha / beta) (eV): -7.94 / -7.94
LUMO level (alpha / beta) (hartree): -0.0701 / -0.0701

Results of the Löwdin charge analysis, in e, for atoms 1 through 4:
1. S 0.85
2. S 0.72
3. C -0.44
4. H -0.01

=====

Which of them is least stable? Easy: x.

=====

w | Formula: C8H13N2OS
Source: OMol25
Level of theory: the ωB97M-V functional and the def2-TZVPD basis

Element x y z (Å)
C  0.260  0.136  -2.417
C  -1.788  1.067  -0.590
C  -3.072  -0.311  0.983
H  2.053  1.069  -0.119
H  -5.130  0.167  0.578
H  0.443  1.376  -0.327
C  -0.647  -0.069  1.409
H  3.063  0.646  -2.495
C  2.675  -0.238  -2.185
C  -4.045  0.264  0.318
H  -0.948  -0.754  2.203
H  -3.200  -0.781  1.999
H  -1.689  -1.016  -0.081
C  1.167  0.688  -0.344
H  1.305  -0.789  1.368
C  0.642  -0.433  0.574
H  3.123  -0.819  -1.322
H  -0.416  0.889  2.022
O  -0.419  -0.008  -3.370
S  -3.490  0.978  -1.158
N  1.269  0.032  -1.699
N  -1.733  -0.089  0.339
H  2.540  -0.697  -3.160
H  -1.513  2.006  0.110
H  0.452  -1.238  -0.037

Calculated values
HOMO (alpha / beta) (eV): -11.19 / -11.19
Total charge: +1
LUMO level (alpha / beta) (hartree): -0.1529 / -0.1530

Results of the Löwdin charge analysis, in e, for atoms 1 through 4:
1. C -0.16
2. C -0.46
3. C -0.17
4. H 0.09

=====

x | Formula: C8H13N2OS
Source: OMol25
Level of theory: the ωB97M-V functional and the def2-TZVPD basis

Element x y z (Å)
H  -3.633  0.534  0.009
S  2.398  -1.644  0.116
H  1.906  -0.584  -2.071
N  2.191  0.934  -0.354
H  1.599  3.118  0.059
C  1.515  2.078  0.330
C  2.050  -0.228  0.633
C  -3.377  -0.233  0.728
H  3.229  1.052  -0.675
H  -4.097  -1.037  0.536
O  -1.076  -0.155  1.086
H  -3.698  0.259  1.694
N  1.648  0.408  1.767
C  -0.731  -2.242  -1.079
C  1.225  1.681  1.580
H  -0.039  -2.622  -0.360
C  1.425  0.430  -1.570
C  -1.984  -0.580  0.464
H  1.458  -0.128  2.567
H  1.389  1.332  -2.285
H  -0.625  -2.602  -2.094
H  1.056  2.310  2.483
H  0.346  0.234  -1.237
C  -1.754  -1.388  -0.831
H  -2.419  -0.929  -1.494

Calculated values
HOMO (eV): -12.89
Total charge: +1
LUMO level (hartree): -0.1531

Results of the Löwdin charge analysis, in e, for atoms 1 through 4:
1. H 0.09
2. S 0.91
3. H 0.12
4. N -0.10

=====

Which of them is least stable? Easy: w.

=====

w | Formula: C3H3N3
Source: OMol25
Level of theory: the ωB97M-V functional and the def2-TZVPD basis

Element x y z (Å)
H  -1.639  -0.965  -0.513
N  -0.382  -0.852  1.153
C  0.804  -0.006  1.396
H  1.014  0.360  2.606
N  0.241  0.591  -1.887
N  1.240  0.566  0.301
C  0.132  0.366  -0.590
H  -0.604  0.512  -2.437
C  -0.806  -0.572  -0.028

Calculated values
HOMO (eV): -10.40
SMILES: [H]/N=C1\C=NC=N1
LUMO level (hartree): -0.0507

Results of the Löwdin charge analysis, in e, for atoms 1 through 4:
1. H 0.10
2. N 0.07
3. C -0.15
4. H 0.19

=====

x | Formula: C3H3N3
Source: OMol25
Level of theory: the ωB97M-V functional and the def2-TZVPD basis

Element x y z (Å)
H  0.789  1.664  0.351
H  0.508  -0.829  1.057
N  1.061  0.743  0.049
N  -2.232  0.746  1.150
C  -1.266  0.275  0.721
C  0.036  -0.269  0.255
H  1.512  0.703  -0.849
C  -0.168  -1.161  -0.913
N  -0.241  -1.872  -1.822

Calculated values
HOMO (eV): -10.75
SMILES: N#CC(N)C#N
LUMO level (hartree): 0.0176

Results of the Löwdin charge analysis, in e, for atoms 1 through 4:
1. H 0.08
2. H 0.14
3. N 0.05
4. N 0.17

=====

Which of them is least stable? Easy: w.